Entry 1:
# C4H9NO2

An isolated molecule of C4H9NO2 in a non-equilibrium geometry (ωB97M-V/def2-TZVPD, the Open Molecules 2025 dataset).

Last column: Löwdin charge in e.
Geometry (Å):
C: -2.078 -0.566 -0.102  -0.053
C: -0.629 -0.422 -0.527  -0.442
O: -0.508 0.837 -1.176  -0.037
C: 0.314 -0.460 0.684  -0.186
N: 1.662 -0.125 0.270  0.002
C: 1.939 1.246 0.219  -0.348
O: 2.790 1.744 -0.486  0.042
H: -2.247 -1.504 0.440  0.083
H: -2.740 -0.551 -0.974  0.083
H: -2.334 0.273 0.556  0.087
H: -0.345 -1.235 -1.212  0.145
H: 0.246 0.793 -1.781  0.098
H: -0.054 0.288 1.404  0.119
H: 0.280 -1.438 1.175  0.129
H: 2.418 -0.717 0.598  0.139
H: 1.286 1.837 0.911  0.140

## Properties
Multiplicity: 1
F_max (eV/Å): 1.0
Relative energy (zero: lowest compared OMol25 entry of this formula, charge and spin) (kJ/mol): 124.34
HOMO energy (Eh): -0.361
SMILES string: C[C@@H](O)CNC=O
Lowest unoccupied orbital energy (eV): 0.883


Entry 2:
# C4H13NO

A cluster of 2 separate species, C4H13NO in total in a non-equilibrium geometry (ωB97M-V/def2-TZVPD, the Open Molecules 2025 dataset).

Last column: Löwdin charge in e.
Geometry (Å):
C: 1.039 2.231 1.731  -0.084
C: 0.352 0.902 1.875  -0.274
O: -0.719 0.903 0.940  -0.208
C: -1.494 -0.243 0.634  -0.243
C: -0.600 -1.218 -0.172  -0.086
H: 1.310 2.529 0.721  0.078
H: 0.458 3.063 2.134  0.075
H: 1.923 2.207 2.374  0.075
H: -0.129 0.848 2.855  0.121
H: 1.025 0.085 1.607  0.113
H: -2.233 0.139 -0.059  0.114
H: -1.817 -0.725 1.558  0.115
H: -1.251 -1.802 -0.828  0.067
H: -0.163 -1.948 0.511  0.064
H: 0.161 -0.708 -0.752  0.074
N: 0.996 -1.933 -4.313  -0.006
H: 1.027 -2.436 -3.428  -0.001
H: 1.156 -2.650 -5.021  0.003
H: 1.915 -1.487 -4.333  0.004

## Properties
Multiplicity: 1
F_max (eV/Å): 2.6
Relative energy (zero: lowest compared OMol25 entry of this formula, charge and spin) (kJ/mol): 107.63
HOMO energy (Eh): -0.346
SMILES string: CCOCC.N
Lowest unoccupied orbital energy (eV): 1.024


Entry 3:
# C13H27Cl2InP

A structure of composition C13H27Cl2InP in a non-equilibrium geometry (ωB97M-V/def2-TZVPD, the Open Molecules 2025 dataset).

Last column: Löwdin charge in e.
Geometry (Å):
In: 0.620 -3.960 2.048  -0.109
Cl: 1.171 -3.442 -0.252  -0.154
Cl: 2.177 -2.451 3.126  -0.285
C: -0.901 -0.301 0.324  -0.287
H: -0.292 -1.232 0.496  0.057
H: -1.710 -0.323 1.084  0.096
C: -0.425 -0.413 -2.189  -0.218
C: -1.464 -0.316 -1.032  -0.447
H: 0.021 0.520 -2.547  -0.011
C: -2.550 -1.405 -1.305  -0.182
H: -1.956 0.665 -1.166  0.093
C: -1.960 -2.789 -1.593  -0.240
H: -3.279 -1.430 -0.473  0.095
H: -3.118 -1.097 -2.203  0.106
C: -1.159 -2.781 -2.896  -0.224
H: -1.306 -3.121 -0.762  0.034
H: -2.783 -3.508 -1.728  0.097
C: -0.070 -1.645 -2.868  -0.347
H: -0.660 -3.746 -3.067  0.089
H: -1.824 -2.624 -3.765  0.093
H: 0.873 -2.087 -2.482  0.016
H: 0.155 -1.388 -3.925  0.085
C: 0.365 0.692 3.528  -0.141
C: -0.218 1.535 2.386  -0.337
P: 0.216 1.090 0.695  0.999
C: -0.119 2.464 -0.427  -0.312
C: 0.613 3.765 -0.110  -0.143
C: 1.875 0.416 0.685  -0.323
C: 2.856 1.484 1.142  -0.137
H: -0.022 -0.336 3.541  0.058
H: 0.079 1.162 4.480  0.074
H: 1.463 0.635 3.510  0.051
H: -1.318 1.480 2.424  0.092
H: 0.071 2.592 2.492  0.072
H: 0.123 2.136 -1.448  0.076
H: -1.207 2.638 -0.406  0.100
H: 1.663 3.717 -0.404  0.058
H: 0.148 4.580 -0.673  0.072
H: 0.542 4.024 0.956  0.060
H: 1.871 -0.463 1.355  0.028
H: 2.079 0.031 -0.323  0.100
H: 2.591 1.894 2.123  0.063
H: 3.850 1.037 1.229  0.079
H: 2.921 2.303 0.417  0.053

## Properties
Multiplicity: 1
F_max (eV/Å): 4.0
Charge: -1
HOMO energy (alpha / beta) (Eh): -0.041 / -0.041
Lowest unoccupied orbital energy (alpha / beta) (eV): 2.456 / 2.456


Entry 4:
# C3H30BClF4O13

A cluster of 14 separate species, C3H30BClF4O13 in total in a non-equilibrium geometry (ωB97M-V/def2-TZVPD, the Open Molecules 2025 dataset).

Last column: Löwdin charge in e.
Geometry (Å):
C: 1.370 0.692 -0.544  -0.067
C: 0.978 -0.505 0.557  -0.238
F: 0.595 -1.682 -0.257  -0.111
B: 2.309 -0.707 1.498  -0.380
Cl: 3.206 0.861 2.062  0.693
C: 2.975 -2.128 1.982  -0.198
F: 4.455 -2.006 1.767  -0.008
F: 2.398 -3.342 1.363  0.014
F: 2.746 -2.218 3.471  -0.005
H: 0.502 0.700 -1.333  0.078
H: 1.446 1.749 -0.036  0.059
H: 2.410 0.343 -1.003  0.087
H: 0.029 -0.179 1.197  0.132
O: -0.536 1.380 2.183  -0.060
H: -0.663 2.338 2.259  0.057
H: -0.934 1.027 2.993  0.068
O: 1.149 3.931 -0.672  -0.052
H: 1.938 4.410 -0.379  0.061
H: 0.636 4.598 -1.154  0.050
O: 3.240 -0.561 -3.176  -0.067
H: 3.311 -0.434 -4.134  0.041
H: 2.723 -1.376 -3.086  0.040
O: 0.830 -4.931 -0.548  -0.050
H: 1.361 -4.695 0.228  0.019
H: 0.683 -4.085 -0.997  0.037
O: -1.610 1.267 -2.032  -0.057
H: -1.708 0.874 -2.912  0.057
H: -2.128 2.084 -2.080  0.020
O: -1.237 5.182 0.904  -0.068
H: -0.318 4.979 0.674  0.011
H: -1.163 5.896 1.555  0.042
O: -1.275 -6.986 -1.584  -0.066
H: -0.485 -6.507 -1.290  0.003
H: -1.788 -6.319 -2.065  0.047
O: -2.882 5.613 3.046  -0.071
H: -3.736 6.056 2.936  0.048
H: -2.778 5.099 2.231  0.006
O: -3.274 0.468 0.612  -0.058
H: -2.811 0.845 -0.150  0.020
H: -3.068 1.078 1.336  0.037
O: -0.304 -8.793 0.687  -0.069
H: 0.485 -8.314 0.981  0.032
H: -0.817 -8.126 0.206  0.000
O: 5.447 3.001 1.459  -0.094
H: 5.108 2.117 1.665  -0.067
H: 5.899 3.274 2.271  0.039
O: -3.822 2.956 -3.325  -0.055
H: -3.920 2.563 -4.205  0.050
H: -4.341 3.773 -3.374  0.050
O: -3.946 -1.995 -0.770  -0.077
H: -3.776 -1.292 -0.125  -0.013
H: -4.907 -1.973 -0.892  0.033

## Properties
Multiplicity: 1
F_max (eV/Å): 4.9
HOMO energy (Eh): -0.386
Lowest unoccupied orbital energy (eV): -0.944


Entry 5:
# C14H16O2S

An isolated molecule of C14H16O2S in a non-equilibrium geometry (ωB97M-V/def2-TZVPD, the Open Molecules 2025 dataset).

Last column: Löwdin charge in e.
Geometry (Å):
O: -2.848 0.069 1.225  0.059
C: -2.041 -0.807 1.040  -0.670
S: -2.580 -2.332 0.353  1.030
C: -2.260 -1.943 -1.325  -0.541
C: -1.004 -2.338 -1.868  -0.082
C: -0.513 -1.680 -3.020  -0.060
C: -1.409 -0.786 -3.635  -0.091
C: -2.686 -0.511 -3.169  -0.065
C: -3.132 -1.082 -1.970  -0.089
C: -0.774 -0.827 1.774  -0.232
O: 0.314 -1.449 1.152  0.006
C: 0.576 -0.025 1.395  -0.295
C: 1.478 0.377 2.606  -0.068
C: 2.882 0.962 2.084  -0.205
C: 2.568 2.130 1.261  -0.277
C: 1.759 1.766 0.036  -0.172
C: 0.378 1.076 0.411  -0.099
H: -0.378 -3.037 -1.329  0.098
H: 0.547 -1.742 -3.258  0.104
H: -1.058 -0.242 -4.468  0.085
H: -3.365 0.185 -3.576  0.091
H: -3.988 -0.956 -1.382  0.085
H: -1.160 -0.862 2.778  0.156
H: 1.512 -0.527 3.269  0.129
H: 1.004 1.301 3.045  0.130
H: 3.512 0.285 1.514  0.109
H: 3.504 1.309 3.000  0.137
H: 3.515 2.594 0.954  0.118
H: 2.040 2.840 1.888  0.112
H: 1.627 2.623 -0.653  0.113
H: 2.329 1.061 -0.586  0.113
H: -0.217 1.803 0.991  0.134
H: -0.135 0.764 -0.538  0.138

## Properties
Multiplicity: 1
F_max (eV/Å): 4.1
Relative energy (zero: lowest compared OMol25 entry of this formula, charge and spin) (kJ/mol): 111.20
HOMO energy (Eh): -0.329
SMILES string: O=C(Sc1ccccc1)[C@H]1OC12CCCCC2
Lowest unoccupied orbital energy (eV): 0.323